No. 1
The following is a DFT calculation (the ωB97M-V functional and the def2-TZVPD basis) of C33H41Cl2IrN2O2Te as an isolated structure at a distorted geometry.

Atoms and positions in Å:
Te1 2.246 -1.731 0.541
H1 1.099 -2.686 -1.885
H2 5.478 0.421 5.044
C1 4.869 0.711 3.004
C2 -1.413 -1.458 -3.551
C3 3.381 -0.941 2.114
C4 -0.351 -2.332 -3.548
H3 -3.213 3.991 -0.009
H4 -1.022 2.765 4.159
H5 0.989 -0.022 5.152
H6 5.448 1.619 2.878
C5 2.545 1.637 -4.810
H7 4.085 0.760 0.999
H8 -1.209 -3.733 1.534
Ir1 0.049 -0.026 0.264
H9 -0.395 3.374 0.793
N1 -0.421 -1.269 -1.561
H10 -3.499 0.383 0.145
H11 -0.036 -2.996 -4.339
H12 -0.710 3.629 2.517
H13 -4.023 2.432 0.017
C6 -1.717 -3.529 0.585
C7 -1.012 -0.911 1.917
C8 -2.337 2.635 1.425
H14 -2.029 -0.119 -2.022
C9 -0.015 0.921 3.499
H15 -4.202 2.168 2.461
H16 4.209 -1.692 5.308
H17 -3.090 -2.281 -1.411
C10 -3.644 -2.728 1.984
C11 -2.141 -1.090 1.036
C12 -0.848 1.745 4.497
H18 -4.403 -1.952 2.123
C13 3.544 0.996 -4.071
C14 3.418 -1.644 3.315
H19 -3.820 3.896 2.368
H20 -0.316 1.804 5.450
H21 -1.526 4.627 1.326
H22 -2.156 -1.238 -4.307
H23 1.147 -0.926 3.650
H24 -2.975 2.861 3.529
C15 1.248 1.708 3.096
H25 1.934 1.783 3.948
H26 1.773 1.201 2.292
C16 2.125 0.957 -2.065
H27 2.866 -2.570 3.433
C17 3.346 0.667 -2.756
C18 4.111 0.228 1.944
H28 -2.192 -4.458 0.261
C19 -3.043 2.916 0.077
H29 -4.149 -3.690 1.852
C20 1.133 1.590 -2.865
C21 4.895 0.031 4.216
C22 -2.645 0.176 0.777
H30 -1.816 1.269 4.685
O1 1.965 0.723 -0.795
Cl1 4.666 -0.073 -1.911
C23 4.176 -1.149 4.369
H31 -0.784 2.530 -3.033
C24 -3.391 2.902 2.523
H32 -4.233 -3.329 -0.568
C25 1.364 1.934 -4.213
C26 -2.776 -2.429 0.740
O2 -0.659 1.595 -1.273
H33 4.493 0.770 -4.541
C27 0.457 -0.331 4.250
H34 1.019 2.716 2.755
N2 -1.418 -0.846 -2.354
Cl2 2.844 2.058 -6.466
C28 -1.913 1.168 1.510
H35 -3.034 -2.780 2.892
C29 -0.160 1.920 -2.356
C30 -3.675 -2.392 -0.497
H36 -0.387 -0.958 4.559
C31 0.241 -2.170 -2.286
H37 -0.965 -3.248 -0.151
H38 -4.409 -1.582 -0.444
C32 -1.164 3.617 1.531
C33 -0.885 0.478 2.278
H39 -2.430 2.597 -0.766
H40 0.584 2.440 -4.776
H41 -0.534 -1.714 2.454

Total charge ... +1
E_HOMO (alpha / beta) ... -10.396 / -10.370 eV
ΔE to the lowest compared entry with this formula, charge and spin ... 319.3 kJ/mol
Multiplicity ... 2
Lowest unoccupied orbital energy (alpha / beta) ... -3.8 / -5.0 eV

No. 2
The following is a DFT calculation (the ωB97M-V functional and the def2-TZVPD basis) of C33H41ClIN6ORuSSe as an isolated structure.

Atoms and positions in Å:
H1 1.001 2.858 -3.937
H2 2.352 -0.116 3.647
H3 1.036 -1.866 2.324
C1 2.084 -4.724 0.825
H4 -5.683 -3.834 3.332
C2 1.327 -4.633 -0.328
H5 1.870 2.021 4.655
C3 -0.034 3.198 3.158
H6 -1.468 0.737 -5.390
C4 3.939 0.415 1.511
C5 -4.326 1.472 1.451
H7 -1.088 -1.037 -3.680
H8 -3.834 0.384 -5.618
C6 6.258 0.241 1.889
C7 2.009 -3.723 1.796
H9 -2.564 1.684 0.232
H10 1.655 3.111 1.806
H11 0.872 0.491 2.892
H12 -0.488 0.492 -3.069
H13 7.108 0.193 2.556
N1 -2.255 -0.195 -2.179
I1 -3.382 -5.459 2.072
C8 5.431 0.239 -0.397
H14 -2.397 1.695 -4.217
C9 -3.950 -3.469 2.103
H15 2.828 3.849 -2.498
H16 -5.971 0.939 2.708
C10 0.525 -3.512 -0.472
C11 1.168 -2.653 1.595
Cl1 -6.920 -1.341 3.752
C12 -3.497 -0.881 -2.523
H17 -4.140 -0.949 -1.645
C13 1.963 0.525 0.494
C14 1.466 3.181 2.884
C15 4.990 0.353 2.421
C16 -4.259 -0.192 -3.647
C17 1.939 0.672 3.015
N2 2.901 0.444 -0.461
H18 2.731 -5.576 0.981
C18 -5.503 -1.777 2.865
C19 -1.396 -0.040 -3.350
C20 -5.104 -3.081 2.816
H19 4.829 0.382 3.489
H20 2.177 3.016 -1.108
H21 -0.229 3.280 4.228
S1 -0.567 -2.967 -1.726
H22 1.341 -5.396 -1.093
C21 -4.768 -0.771 2.187
H23 -3.090 -1.004 -5.164
C22 6.476 0.183 0.504
C23 3.135 1.734 -2.560
C24 -5.103 0.594 2.161
C25 4.154 0.361 0.140
H24 3.245 -0.422 -2.305
H25 1.628 0.234 -2.062
Se1 0.105 0.756 0.239
C26 -3.193 -2.532 1.435
C27 -2.085 0.688 -4.495
H26 -3.244 -1.906 -2.812
C28 0.911 2.957 -2.852
H27 7.488 0.092 0.136
H28 5.606 0.177 -1.462
H29 2.588 -3.785 2.706
C29 -3.205 0.991 0.769
C30 2.689 0.427 -1.907
N3 2.563 0.522 1.696
Ru1 -1.081 -1.407 -0.116
O1 -2.090 -2.847 0.775
N4 -2.851 -0.281 0.765
N5 -3.346 -0.067 -4.843
N6 0.453 -2.559 0.469
H30 4.178 1.921 -2.297
C31 2.195 2.053 3.611
H31 0.383 3.888 -2.647
C32 -3.616 -1.172 1.471
H32 -0.528 2.295 2.793
H33 3.115 1.581 -3.643
H34 3.270 2.242 3.626
H35 0.291 2.142 -2.471
H36 -5.148 -0.739 -3.954
H37 1.899 4.131 3.200
H38 -0.511 4.050 2.671
H39 -4.540 0.826 -3.377
C33 2.287 2.951 -2.196
H40 -2.449 0.715 -1.773
H41 -4.557 2.528 1.422

Total charge ... +2
E_HOMO (alpha / beta) ... -11.897 / -11.945 eV
ΔE to the lowest compared entry with this formula, charge and spin ... 130.7 kJ/mol
Multiplicity ... 2
Lowest unoccupied orbital energy (alpha / beta) ... -5.3 / -5.5 eV

No. 3
The following is a DFT calculation (the ωB97M-V functional and the def2-TZVPD basis) of a 2-piece molecular cluster, C33H41N4O2 overall at a distorted geometry.

Atoms and positions in Å:
H1 2.785 6.674 3.941
H2 -6.806 2.005 -3.212
C1 3.087 -0.080 7.459
H3 -0.581 6.454 6.127
H4 0.795 -1.411 5.400
C2 -3.540 -3.763 1.115
H5 -0.967 1.428 2.054
C3 -6.714 1.322 -1.194
C4 -0.738 -2.754 2.082
C5 -2.018 -1.938 2.240
C6 0.740 5.055 3.933
O1 -4.139 -1.620 -0.626
C7 2.890 6.033 4.821
C8 -4.810 2.023 -2.455
C9 1.452 0.646 5.310
H6 -2.686 4.719 0.447
N1 -3.005 -2.414 1.221
C10 -4.532 1.289 -0.185
H7 0.066 -2.405 2.725
C11 -2.663 -0.174 0.687
C12 -6.169 1.802 -2.367
H8 -0.159 6.181 7.814
H9 3.722 -0.366 8.283
H10 3.025 6.715 5.669
C13 -0.990 0.435 2.467
H11 0.687 2.056 3.870
H12 5.001 5.642 4.521
H13 -3.090 1.870 1.269
H14 -1.993 0.100 -0.137
H15 -4.380 2.377 -3.378
O2 -0.473 4.957 4.167
N2 0.507 4.624 1.502
H16 2.150 4.008 0.320
H17 2.310 2.596 5.565
H18 -2.806 -3.132 3.860
H19 -2.935 1.921 -1.442
C14 0.639 1.034 4.207
H20 3.932 4.412 3.857
C15 4.069 5.101 4.689
H21 0.822 7.261 6.810
H22 1.965 5.021 7.057
C16 3.112 1.218 6.976
C17 1.116 5.162 6.378
C18 -0.854 4.806 1.510
C19 2.249 -1.016 6.881
H23 -1.294 5.172 2.419
C20 -1.622 4.557 0.410
H24 -7.773 1.128 -1.126
C21 1.443 -0.667 5.825
N3 -1.810 -0.483 1.873
C22 0.256 6.327 6.813
H25 -4.062 -4.036 2.029
C23 0.341 3.892 -0.779
C24 -2.638 -2.080 3.625
H26 -2.749 -4.487 0.927
H27 -0.386 -2.702 1.053
H28 -1.619 3.927 -1.630
H29 -4.249 -3.802 0.289
H30 -6.316 0.664 0.795
C25 2.307 1.582 5.922
C26 1.267 4.887 2.639
H31 0.810 3.515 -1.675
C27 -0.198 0.148 3.556
H32 0.539 4.230 6.410
N4 1.623 5.305 5.012
C28 1.087 4.160 0.336
H33 2.331 4.876 2.520
C29 -3.639 0.969 0.975
H34 3.767 1.943 7.430
H35 -3.597 -1.564 3.657
C30 -5.898 1.064 -0.113
H36 2.228 -2.024 7.259
C31 -3.377 -1.459 0.304
H37 -4.247 0.697 1.844
H38 -0.928 -3.801 2.322
C32 -3.998 1.768 -1.370
C33 -1.025 4.106 -0.750
H39 -2.008 -1.658 4.403
H40 4.186 4.495 5.588
H41 -0.236 -0.857 3.925

Total charge ... +1
E_HOMO ... -9.409 eV
ΔE to the lowest compared entry with this formula, charge and spin ... 0.0 kJ/mol
Multiplicity ... 1
Lowest unoccupied orbital energy ... -4.7 eV

No. 4
The following is a DFT calculation (the ωB97M-V functional and the def2-TZVPD basis) of C33H41N5P2Pt as an isolated structure.

Atoms and positions in Å:
H1 0.411 1.022 -2.490
C1 -2.079 -0.581 2.717
N1 2.176 0.230 -1.816
C2 3.078 -3.902 2.338
C3 -3.048 -0.561 4.918
C4 3.121 -4.076 0.962
C5 4.402 0.816 -2.430
H2 2.074 -3.853 -0.892
H3 1.388 1.987 2.329
H4 -3.880 -0.763 5.579
C6 2.932 -0.380 -4.062
C7 2.985 0.692 -2.977
H5 2.294 0.891 -1.056
C8 -5.713 0.831 0.351
H6 5.083 1.130 -3.219
H7 2.515 2.804 -2.737
C9 -1.286 3.870 -0.070
H8 0.110 0.672 4.984
C10 -4.474 0.497 0.873
C11 -0.583 -4.329 -3.917
H9 4.747 -0.138 -2.032
C12 -0.540 -3.387 -2.901
C13 0.273 2.424 0.566
C14 -0.901 -0.036 3.230
C15 -3.805 -0.633 0.399
N2 -1.865 -2.653 0.731
H10 -3.856 -2.293 -0.973
H11 -6.075 -1.701 -1.873
C16 2.041 -3.700 0.180
H12 -1.779 4.820 -0.166
H13 -6.238 1.701 0.721
H14 3.226 -1.350 -3.657
H15 -0.563 -4.011 -4.951
C17 -1.598 2.641 -0.544
C18 0.913 -3.139 0.779
C19 -4.378 -1.419 -0.600
H16 -0.698 -6.414 -4.395
H17 1.940 -0.464 -4.516
H18 1.917 -3.225 4.013
C20 -0.676 -6.089 -2.275
P1 -2.155 -1.012 0.985
N3 -0.618 1.747 -0.146
H19 -2.688 -4.588 0.704
H20 2.383 2.418 0.945
C21 1.481 1.884 1.247
C22 -3.156 -0.843 3.566
H21 1.513 1.995 -3.964
H22 0.001 -2.536 2.638
C23 -1.875 -0.015 5.423
H23 1.603 0.825 1.017
H24 -4.079 -1.252 3.173
C24 -0.563 -3.789 -1.569
H25 3.616 -0.124 -4.870
H26 -0.067 0.147 2.567
H27 -4.035 1.108 1.653
H28 3.918 -4.208 2.947
H29 -1.797 0.206 6.479
C25 -5.622 -1.085 -1.109
H30 4.452 1.565 -1.635
H31 3.994 -4.515 0.498
N4 0.769 0.156 -2.080
C26 -0.658 -5.678 -3.603
H32 -0.720 -7.142 -2.033
H33 3.179 2.380 -4.311
C27 -0.801 0.250 4.582
H34 -7.260 0.295 -1.033
H35 0.658 -0.561 -2.791
C28 -2.504 -3.780 1.410
H36 -3.472 -3.456 1.794
H37 -1.899 -4.150 2.239
C29 2.511 2.041 -3.520
C30 -0.621 -5.151 -1.259
H38 -0.494 -2.335 -3.154
N5 -0.108 3.713 0.621
C31 -6.287 0.038 -0.635
H39 -0.584 -5.485 -0.229
H40 0.393 4.445 1.100
C32 1.955 -3.346 2.938
H41 -2.440 2.331 -1.139
P2 -0.469 -2.596 -0.238
Pt1 -0.586 -0.350 -0.464
C33 0.876 -2.959 2.161

Total charge ... +2
E_HOMO ... -14.227 eV
ΔE to the lowest compared entry with this formula, charge and spin ... 0.0 kJ/mol
Multiplicity ... 1
Lowest unoccupied orbital energy ... -5.1 eV

No. 5
The following is a DFT calculation (the ωB97M-V functional and the def2-TZVPD basis) of C33H41N7PtS2Te as an isolated structure at a distorted geometry.

Atoms and positions in Å:
C1 -0.986 -6.053 -1.125
C2 -0.305 1.056 4.892
H1 4.932 0.053 -2.253
H2 1.412 5.087 3.302
H3 -0.530 -4.687 3.445
H4 0.885 -3.879 -2.864
C3 -2.148 1.736 -0.061
H5 -0.405 -5.929 -3.625
C4 -2.513 -1.032 2.060
H6 -2.319 -5.365 1.060
N1 -0.836 -3.894 0.957
H7 4.287 4.596 4.165
H8 -0.360 -3.146 1.483
H9 0.966 -5.648 1.293
Te1 1.786 -2.039 2.643
H10 -0.250 3.643 2.232
C5 -1.804 -4.662 1.715
H11 1.442 -4.490 -4.422
C6 -1.489 3.932 -1.646
C7 -1.196 -5.379 2.924
C8 3.102 4.072 2.463
C9 -3.846 0.442 1.139
H12 4.540 2.853 1.456
C10 3.487 3.041 1.622
C11 0.610 -0.819 3.877
H13 4.752 2.271 -0.696
H14 -3.787 3.457 -3.588
N2 -1.316 -4.639 -1.218
H15 -1.848 0.175 6.185
C12 -1.056 0.086 5.471
S1 -0.158 -2.305 -1.029
C13 -3.078 2.316 -0.922
C14 4.182 0.288 -1.527
N3 -2.567 0.687 0.779
C15 0.652 0.540 3.993
H16 5.054 4.954 2.616
H17 -2.081 -1.818 2.651
C16 1.172 2.432 1.189
C17 1.738 4.282 2.662
C18 1.358 -4.722 -3.363
H18 -1.224 4.784 -2.258
C19 0.407 -6.375 -1.675
C20 2.553 2.244 0.965
C21 4.106 4.950 3.149
C22 -3.809 3.988 -2.635
H19 -1.295 -4.311 -2.178
H20 -0.351 -7.262 3.520
H21 0.462 3.746 -0.827
H22 -0.433 2.105 5.094
N4 3.009 1.297 0.033
H23 1.149 -5.833 -1.087
S2 -0.596 -1.479 4.932
C23 -0.820 2.227 -0.028
H24 1.622 -6.060 2.869
H25 -1.014 -6.360 -0.084
C24 -2.779 3.410 -1.712
C25 0.804 3.480 2.055
H26 -4.662 1.070 0.849
C26 0.578 -6.017 -3.157
H27 -4.695 -1.148 2.399
H28 -1.000 -7.268 1.891
H29 -3.614 5.041 -2.828
C27 -3.850 -0.666 1.956
C28 4.120 1.407 -0.728
H30 3.732 5.971 3.207
H31 -2.562 -3.961 2.082
H32 -2.020 -5.624 3.597
C29 -0.431 -6.666 2.606
Pt1 0.447 -0.542 0.866
H33 2.712 -1.399 -1.575
C30 -0.545 3.354 -0.840
N5 -1.754 -0.206 1.352
H34 -4.071 1.897 -0.994
N6 2.360 0.170 -0.253
H35 0.576 -7.443 -1.522
H36 -1.750 -6.606 -1.679
H37 1.102 -6.830 -3.662
C31 3.054 -0.460 -1.182
C32 -0.806 -3.711 -0.362
H38 1.366 1.151 3.469
H39 1.404 -7.320 1.662
H40 2.366 -4.824 -2.966
N7 0.191 1.647 0.651
C33 0.973 -6.408 2.070
H41 -4.807 3.887 -2.213

E_HOMO (alpha / beta) ... -6.389 / -6.401 eV
Multiplicity ... 3
Lowest unoccupied orbital energy (alpha / beta) ... 0.6 / -0.6 eV